(1)
The following is a quantum chemistry calculation of a 2-piece molecular cluster, C2H5NO3 overall, from the OMol25 dataset.

Summary:
- lowest unoccupied orbital energy (alpha / beta) (eV) = 2.57 / 2.57
- maximum force (Eh/bohr) = 0.01026
- energy relative to the best compared isomer or geometry (same formula, charge and spin) (kJ/mol) = 0.0
- HOMO level (alpha / beta) (eV) = 0.2 / -4.2
- Kohn-Sham gap (alpha / beta) (eV) = 2.41 / 6.77
- <S²> = 0.768

```
! RIJCOSX wB97M-V def2-TZVPD def2/J DEFGRID3
* xyz -1 2
O 0.32 -0.98 1.73
C -0.92 -0.99 1.81
N -1.65 0.05 2.29
C -1.22 1.25 2.83
O -2.00 1.96 3.53
H -1.55 -1.87 1.61
H -2.65 -0.06 2.20
H -0.21 1.49 2.49
H 3.03 -0.29 -5.44
H 3.33 0.06 -6.86
O 3.52 -0.62 -6.20
*
```

---

(2)
The following is a quantum chemistry calculation of a 2-piece molecular cluster, C2H4Br2O overall at a distorted geometry, from the OMol25 dataset.

Summary:
- lowest unoccupied orbital energy (alpha / beta) (eV) = 0.42 / 0.42
- maximum force (Eh/bohr) = 0.08162
- energy relative to the best compared isomer or geometry (same formula, charge and spin) (kJ/mol) = 309.2
- HOMO level (alpha / beta) (eV) = -8.2 / -8.2
- Kohn-Sham gap (alpha / beta) (eV) = 8.62 / 8.62

```
! RIJCOSX wB97M-V def2-TZVPD def2/J DEFGRID3
* xyz 0 1
C 0.73 0.24 0.63
C -1.21 -0.20 -0.62
O -0.86 0.10 -1.88
Br 1.52 1.86 0.01
Br -2.44 1.00 0.19
H 0.27 0.42 1.62
H 1.33 -0.64 0.15
H -1.31 -1.27 -0.25
H -0.74 1.03 -1.84
*
```

---

(3)
The following is a quantum chemistry calculation of a 7-piece molecular cluster, C21H42O21 overall at a distorted geometry, from the OMol25 dataset.

Summary:
- lowest unoccupied orbital energy (alpha / beta) (eV) = -3.49 / -10.66
- maximum force (Eh/bohr) = 0.09157
- energy relative to the best compared isomer or geometry (same formula, charge and spin) (kJ/mol) = 178.9
- HOMO level (alpha / beta) (eV) = -11.8 / -11.8
- Kohn-Sham gap (alpha / beta) (eV) = 8.26 / 1.09
- <S²> = 0.761

```
! RIJCOSX wB97M-V def2-TZVPD def2/J DEFGRID3
* xyz 1 2
C 19.52 17.43 27.37
O 19.86 18.46 26.44
C 19.76 18.16 25.14
O 19.61 17.04 24.63
O 19.95 19.28 24.47
C 19.92 19.39 23.07
H 20.49 16.99 27.60
H 18.70 16.80 27.02
H 19.13 17.89 28.28
H 20.93 19.14 22.76
H 19.71 20.42 22.80
H 19.21 18.74 22.55
C 22.71 15.01 28.56
O 21.74 14.66 29.57
C 21.96 13.54 30.26
O 22.84 12.66 30.07
O 20.88 13.37 30.93
C 20.65 12.23 31.72
H 23.61 14.40 28.50
H 22.82 16.08 28.71
H 22.31 14.73 27.59
H 19.59 12.01 31.81
H 20.92 12.23 32.78
H 21.16 11.37 31.27
C 22.00 21.83 24.61
O 23.36 21.45 24.28
C 24.00 22.19 23.33
O 23.51 23.05 22.57
O 25.35 21.92 23.34
C 26.20 22.48 22.33
H 21.70 21.08 25.34
H 21.37 21.75 23.72
H 21.85 22.87 24.89
H 27.12 21.90 22.42
H 26.55 23.47 22.60
H 25.66 22.30 21.40
C 22.70 16.40 23.77
O 23.40 15.25 24.30
C 23.84 14.33 23.36
O 23.78 14.41 22.13
O 24.53 13.47 24.10
C 25.36 12.46 23.50
H 23.21 17.36 23.64
H 22.05 16.58 24.63
H 22.08 16.34 22.88
H 25.36 12.35 22.41
H 24.85 11.52 23.74
H 26.39 12.50 23.83
C 18.38 15.62 30.95
O 18.10 14.79 29.82
C 17.45 13.62 29.92
O 16.71 13.44 30.89
O 17.87 12.74 28.96
C 17.42 11.36 28.93
H 17.56 16.33 31.04
H 19.17 16.30 30.65
H 18.70 15.11 31.86
H 17.46 10.92 29.93
H 18.16 10.82 28.34
H 16.44 11.36 28.46
C 19.27 16.88 19.50
O 18.95 17.35 18.20
C 18.38 18.62 18.06
O 18.14 19.43 18.91
O 17.99 18.63 16.77
C 16.84 19.49 16.48
H 20.27 17.23 19.75
H 19.38 15.81 19.35
H 18.59 17.18 20.29
H 16.51 19.51 15.43
H 16.97 20.54 16.75
H 15.97 19.16 17.04
C 18.82 22.32 25.97
O 18.21 23.51 25.50
C 18.32 23.96 24.17
O 18.54 23.16 23.22
O 17.90 25.27 24.18
C 17.69 25.88 22.88
H 19.79 22.02 25.58
H 18.22 21.41 25.93
H 19.19 22.39 26.99
H 18.56 25.81 22.22
H 17.37 26.91 23.00
H 16.94 25.26 22.38
*
```

---

(4)
The following is a quantum chemistry calculation of a single C6H9N molecule, from the OMol25 dataset.

Summary:
- lowest unoccupied orbital energy (eV) = 1.06
- maximum force (Eh/bohr) = 0.01296
- energy relative to the best compared isomer or geometry (same formula, charge and spin) (kJ/mol) = 28.4
- HOMO level (eV) = -7.8
- Kohn-Sham gap (eV) = 8.89
- SMILES string = Cc1cc[nH]c1C

```
! RIJCOSX wB97M-V def2-TZVPD def2/J DEFGRID3
* xyz 0 1
C -1.35 1.59 -0.11
C -0.15 0.64 -0.13
C 0.05 -0.72 0.13
C -0.96 -1.82 0.39
C 1.46 -0.98 0.04
C 2.07 0.21 -0.24
N 1.11 1.18 -0.34
H -2.31 1.21 -0.49
H -1.13 2.50 -0.69
H -1.57 1.94 0.91
H -0.49 -2.80 0.24
H -1.81 -1.79 -0.30
H -1.39 -1.86 1.40
H 1.98 -1.94 0.16
H 3.09 0.51 -0.41
H 1.39 2.12 -0.55
*
```

---

(5)
The following is a quantum chemistry calculation of a single C3H6N4O molecule at a distorted geometry, from the OMol25 dataset.

Summary:
- lowest unoccupied orbital energy (eV) = 0.27
- maximum force (Eh/bohr) = 0.15588
- energy relative to the best compared isomer or geometry (same formula, charge and spin) (kJ/mol) = 670.2
- HOMO level (eV) = -9.2
- Kohn-Sham gap (eV) = 9.43
- SMILES string = [H]/N=C/NO/C=N\N=C

```
! RIJCOSX wB97M-V def2-TZVPD def2/J DEFGRID3
* xyz 0 1
C -1.90 1.27 -0.09
C -0.49 -1.84 0.08
C 1.56 0.23 0.25
H -2.86 0.98 0.68
H -2.05 2.38 -0.45
H -0.77 -2.57 0.93
H 0.75 -0.43 -1.60
H 1.94 -0.24 1.21
H 2.36 1.89 0.58
N -0.97 0.35 -0.58
N -1.39 -0.90 0.02
N 1.19 -0.69 -0.70
N 1.83 1.48 -0.09
O 0.78 -1.91 -0.23
*
```

---

(6)
The following is a quantum chemistry calculation of a single C4H6F2 molecule at a distorted geometry, from the OMol25 dataset.

Summary:
- lowest unoccupied orbital energy (eV) = 1.06
- maximum force (Eh/bohr) = 0.06164
- energy relative to the best compared isomer or geometry (same formula, charge and spin) (kJ/mol) = 64.1
- HOMO level (eV) = -10.9
- Kohn-Sham gap (eV) = 11.98
- SMILES string = F[C@H]1C[C@@H](F)C1

```
! RIJCOSX wB97M-V def2-TZVPD def2/J DEFGRID3
* xyz 0 1
C -0.75 -0.56 0.53
C -0.10 -0.70 -0.82
C 0.96 0.37 -0.37
C 0.01 0.76 0.70
H -0.52 -1.35 1.26
H 0.24 -1.70 -1.16
H -0.69 -0.22 -1.50
H 1.88 -0.20 -0.05
H 0.45 0.93 1.70
H -0.60 1.59 0.42
F -2.16 -0.31 0.46
F 1.28 1.39 -1.17
*
```

---

(7)
The following is a quantum chemistry calculation of a single C5H10OS molecule at a distorted geometry, from the OMol25 dataset.

Summary:
- lowest unoccupied orbital energy (alpha / beta) (eV) = 0.57 / 0.57
- maximum force (Eh/bohr) = 0.12113
- energy relative to the best compared isomer or geometry (same formula, charge and spin) (kJ/mol) = 684.3
- HOMO level (alpha / beta) (eV) = -8.4 / -8.4
- Kohn-Sham gap (alpha / beta) (eV) = 9.01 / 9.01
- SMILES string = C=[S@](C)(=O)C1CC1

```
! RIJCOSX wB97M-V def2-TZVPD def2/J DEFGRID3
* xyz 0 1
C 0.09 -1.68 0.83
C -1.52 0.48 -1.18
C -1.69 0.84 0.23
C -0.36 0.92 -0.38
C 2.30 -0.43 -0.48
O 1.15 1.25 1.87
S 0.77 -0.12 0.63
H -0.83 -1.52 1.51
H 0.65 -2.47 1.35
H -1.66 -0.63 -1.31
H -1.96 1.06 -1.99
H -2.33 1.74 0.34
H -1.84 0.15 0.96
H 0.09 1.87 -0.62
H 2.87 0.49 -0.29
H 2.61 -1.40 -0.01
H 1.67 -0.54 -1.45
*
```

---

(8)
The following is a quantum chemistry calculation of a single C3H4N2O3 molecule at a distorted geometry, from the OMol25 dataset.

Summary:
- lowest unoccupied orbital energy (eV) = 0.31
- maximum force (Eh/bohr) = 0.09931
- energy relative to the best compared isomer or geometry (same formula, charge and spin) (kJ/mol) = 395.9
- HOMO level (eV) = -8.3
- Kohn-Sham gap (eV) = 8.65
- SMILES string = Oc1ncn(O)c1O

```
! RIJCOSX wB97M-V def2-TZVPD def2/J DEFGRID3
* xyz 0 1
C 1.14 -0.01 -0.01
C -0.41 -1.54 -0.07
C -0.03 0.71 -0.10
H 3.08 -0.27 -0.28
H -0.93 -2.50 0.04
H -2.34 0.43 0.94
H -0.06 2.47 -0.81
N 0.92 -1.37 0.02
N -0.92 -0.30 -0.05
O 2.41 0.49 0.20
O -2.32 -0.11 0.06
O -0.53 2.00 0.05
*
```

---

(9)
The following is a quantum chemistry calculation of C33H29BrN6O7PS2V as an isolated structure at a distorted geometry, from the OMol25 dataset.

Summary:
- lowest unoccupied orbital energy (alpha / beta) (eV) = -7.71 / -7.72
- maximum force (Eh/bohr) = 0.02116
- energy relative to the best compared isomer or geometry (same formula, charge and spin) (kJ/mol) = 83.7
- HOMO level (alpha / beta) (eV) = -13.7 / -13.7
- Kohn-Sham gap (alpha / beta) (eV) = 5.99 / 5.98

```
! RIJCOSX wB97M-V def2-TZVPD def2/J DEFGRID3
* xyz 2 1
V 0.37 0.26 0.97
O -1.29 3.23 2.57
C -1.38 2.45 1.67
O -0.26 1.90 1.08
C -2.62 1.93 1.05
C -3.82 2.31 1.63
C -5.02 1.85 1.10
C -5.02 1.02 0.00
C -3.81 0.63 -0.58
C -2.60 1.09 -0.07
P -1.10 0.65 -0.99
C -0.53 2.09 -1.88
C -1.10 3.34 -1.62
C -0.63 4.47 -2.26
C 0.41 4.37 -3.17
C 0.98 3.13 -3.45
C 0.52 1.99 -2.81
C -1.49 -0.69 -2.08
C -1.62 -0.47 -3.46
C -1.97 -1.52 -4.29
C -2.17 -2.79 -3.76
C -2.05 -3.01 -2.39
C -1.70 -1.97 -1.56
H -3.81 2.96 2.50
H -5.96 2.14 1.56
H -5.95 0.66 -0.42
H -3.83 -0.02 -1.44
H -1.94 3.43 -0.94
H -1.10 5.42 -2.07
H 0.78 5.25 -3.67
H 1.78 3.04 -4.17
H 0.96 1.03 -3.04
H -1.48 0.52 -3.87
H -2.07 -1.35 -5.35
H -2.43 -3.61 -4.41
H -2.21 -4.00 -1.98
H -1.60 -2.14 -0.50
O 1.67 -0.92 -3.04
S 1.97 -1.38 -1.72
O 1.31 -2.53 -1.19
N 1.76 -0.07 -0.58
C 2.87 0.04 0.14
S 2.61 0.81 1.61
C 4.05 -0.62 -0.41
C 5.37 -0.52 0.00
C 6.32 -1.27 -0.69
C 5.94 -2.10 -1.74
C 4.61 -2.21 -2.15
C 3.69 -1.45 -1.45
H 5.66 0.13 0.82
H 7.36 -1.21 -0.41
H 6.70 -2.68 -2.26
H 4.32 -2.86 -2.96
N 0.84 1.82 4.14
C 0.45 0.57 3.92
N 0.83 -0.40 4.75
O -0.29 0.26 2.92
H 1.42 2.06 4.92
H 0.58 2.56 3.50
H 1.35 -0.22 5.59
H 0.49 -1.33 4.59
Br -1.84 -7.47 2.15
C -1.82 -5.60 2.00
C -3.03 -4.90 1.95
N -3.10 -3.58 1.88
C -1.96 -2.90 1.84
C -0.71 -3.51 1.85
C -0.63 -4.91 1.95
C 0.54 -2.76 1.78
O 1.65 -3.07 2.07
O 0.35 -1.43 1.26
H -3.97 -5.44 1.96
H -2.04 -1.82 1.82
H 0.32 -5.41 1.97
N 1.58 4.45 2.28
N 1.96 3.94 0.99
H 0.62 4.76 2.21
H 2.15 5.25 2.53
H 2.94 3.70 1.04
H 1.87 4.65 0.26
*
```

---

(10)
The following is a quantum chemistry calculation of C21H23Cl5N5OY as an isolated structure at a distorted geometry, from the OMol25 dataset.

Summary:
- lowest unoccupied orbital energy (eV) = -6.68
- maximum force (Eh/bohr) = 0.36917
- energy relative to the best compared isomer or geometry (same formula, charge and spin) (kJ/mol) = 4089.0
- HOMO level (eV) = -12.5
- Kohn-Sham gap (eV) = 5.77

```
! RIJCOSX wB97M-V def2-TZVPD def2/J DEFGRID3
* xyz 2 1
Y -0.58 -0.06 0.78
C 0.59 -4.41 0.73
C 0.34 -2.95 0.57
N -0.11 -2.15 1.49
C -0.32 -2.49 2.88
C -1.33 -1.48 3.54
N -1.27 -0.05 3.00
C -0.41 0.87 3.75
C 1.10 0.71 3.44
N 1.39 0.52 2.01
C 1.96 1.72 1.32
C 0.82 2.82 1.08
N -0.32 2.26 0.21
C 0.29 1.80 -0.77
C 1.88 2.53 -2.03
C 1.10 0.02 -1.20
C -0.11 -0.03 -3.47
C -0.55 -1.52 -3.07
C -0.13 -2.54 -1.94
C 0.52 -2.25 -0.75
N 1.19 -1.02 -0.60
H 1.29 -4.58 1.56
H 1.01 -4.84 -0.17
H -0.33 -4.93 0.99
H 0.64 -2.46 3.39
H -0.71 -3.51 2.99
H -1.18 -1.47 4.62
H -2.34 -1.86 3.34
H -2.21 0.34 3.11
H -0.55 0.73 4.83
H -0.74 1.89 3.50
H 1.48 -0.16 3.98
H 1.62 1.59 3.82
H 2.12 -0.19 1.94
H 2.30 1.40 0.37
H 2.78 2.17 1.88
H 1.21 3.68 0.52
H 0.37 3.18 2.00
H 2.86 2.97 -1.92
H 2.14 0.88 -2.21
H 1.98 1.37 -0.79
H -0.36 0.16 -4.51
H -0.92 -1.99 -3.98
H -0.58 -3.52 -2.05
Cl -2.07 3.96 -4.44
C -1.57 2.41 -3.91
C -0.30 2.28 -3.49
Cl 0.88 3.90 -3.12
C 0.42 1.13 -2.78
Cl 1.20 1.32 -1.64
C -1.48 -0.36 -2.52
O -1.56 -0.19 -1.12
C -2.66 0.12 -3.28
Cl -4.05 -0.87 -3.20
C -2.66 1.33 -3.92
Cl -4.09 1.77 -4.76
*
```

---

(11)
The following is a quantum chemistry calculation of a single C18H21BrN4 molecule, from the OMol25 dataset.

Summary:
- lowest unoccupied orbital energy (eV) = 0.77
- maximum force (Eh/bohr) = 0.01914
- energy relative to the best compared isomer or geometry (same formula, charge and spin) (kJ/mol) = 0.0
- HOMO level (eV) = -7.6
- Kohn-Sham gap (eV) = 8.41
- SMILES string = CCCCc1nc2cc(N)c(C)nc2n1Cc1ccc(Br)cc1

```
! RIJCOSX wB97M-V def2-TZVPD def2/J DEFGRID3
* xyz 0 1
C -2.68 -4.02 -0.72
C -1.24 -4.41 -0.41
C -0.25 -3.28 -0.67
H -0.35 -2.92 -1.69
H 0.77 -3.65 -0.56
C -0.43 -2.10 0.29
C 0.59 -1.04 0.06
N 1.55 -1.10 -0.82
C 2.24 0.08 -0.71
C 3.34 0.60 -1.36
C 3.77 1.87 -0.97
C 3.08 2.57 0.06
N 2.03 2.07 0.69
C 1.64 0.87 0.30
N 0.59 0.12 0.79
C -0.34 0.55 1.80
C -1.67 0.90 1.19
C -1.73 1.85 0.18
C -2.94 2.17 -0.42
C -4.09 1.53 0.01
C -4.06 0.59 1.03
C -2.84 0.28 1.61
H -2.81 -0.46 2.40
H -4.97 0.10 1.35
Br -5.76 1.97 -0.80
H -2.98 2.90 -1.21
H -0.83 2.33 -0.15
H -0.45 -0.24 2.55
H 0.11 1.43 2.27
C 3.51 3.94 0.48
H 3.52 4.61 -0.38
H 2.82 4.31 1.23
H 4.51 3.91 0.91
N 4.82 2.48 -1.63
H 5.35 3.15 -1.09
H 5.40 1.86 -2.17
H 3.85 0.06 -2.14
H -1.42 -1.65 0.16
H -0.36 -2.44 1.32
H -1.17 -4.73 0.64
H -0.96 -5.26 -1.03
H -2.77 -3.66 -1.74
H -3.34 -4.89 -0.61
H -3.04 -3.24 -0.05
*
```

---

(12)
The following is a quantum chemistry calculation of C58H51MnNP2S2Si2 as an isolated structure, from the OMol25 dataset.

Summary:
- lowest unoccupied orbital energy (alpha / beta) (eV) = -2.77 / -2.38
- maximum force (Eh/bohr) = 0.01677
- energy relative to the best compared isomer or geometry (same formula, charge and spin) (kJ/mol) = 0.0
- HOMO level (alpha / beta) (eV) = -9.7 / -9.7
- Kohn-Sham gap (alpha / beta) (eV) = 6.97 / 7.27
- <S²> = 6.338

```
! RIJCOSX wB97M-V def2-TZVPD def2/J DEFGRID3
* xyz 1 5
Mn -0.48 -0.72 0.04
C -1.32 1.73 3.04
Si -0.83 1.48 1.24
C -2.18 2.37 0.23
C -2.90 3.38 0.88
C -3.83 4.16 0.21
C -4.06 3.95 -1.14
C -3.39 2.94 -1.80
C -2.47 2.14 -1.12
P -1.59 0.78 -1.95
C -1.84 0.99 -3.74
C -3.07 0.80 -4.36
C -3.20 1.02 -5.72
C -2.10 1.43 -6.47
C -0.88 1.62 -5.86
C -0.74 1.40 -4.49
C -2.62 -0.70 -1.60
C -3.21 -0.89 -0.35
C -3.84 -2.09 -0.03
C -3.89 -3.11 -0.96
C -3.31 -2.94 -2.21
C -2.66 -1.76 -2.52
C 0.80 2.46 1.05
C 0.84 3.72 1.66
C 2.01 4.46 1.73
C 3.19 3.95 1.21
C 3.17 2.71 0.58
C 1.99 1.98 0.48
P 1.92 0.46 -0.51
C 3.47 -0.43 -0.16
C 3.43 -1.43 0.82
C 4.58 -2.13 1.15
C 5.77 -1.86 0.50
C 5.82 -0.88 -0.48
C 4.68 -0.16 -0.80
C 2.19 1.09 -2.20
C 2.16 2.45 -2.52
C 2.43 2.88 -3.81
C 2.74 1.96 -4.80
C 2.74 0.60 -4.51
C 2.46 0.17 -3.22
H -1.15 2.77 3.33
H -0.74 1.11 3.73
H -2.38 1.50 3.20
H -2.74 3.57 1.94
H -4.36 4.95 0.74
H -4.77 4.57 -1.68
H -3.58 2.78 -2.85
H -3.93 0.48 -3.78
H -4.16 0.88 -6.20
H -2.21 1.60 -7.53
H -0.02 1.94 -6.43
H 0.21 1.55 -4.01
H -3.22 -0.06 0.35
H -4.30 -2.21 0.94
H -4.39 -4.04 -0.71
H -3.36 -3.74 -2.94
H -2.19 -1.65 -3.49
H -0.06 4.15 2.09
H 2.00 5.44 2.21
H 4.11 4.51 1.29
H 4.09 2.31 0.16
H 2.50 -1.66 1.32
H 4.53 -2.90 1.92
H 6.67 -2.42 0.76
H 6.76 -0.66 -0.98
H 4.73 0.61 -1.56
H 1.93 3.18 -1.75
H 2.41 3.94 -4.04
H 2.97 2.30 -5.81
H 2.96 -0.12 -5.28
H 2.47 -0.89 -2.99
S 0.16 -2.88 -1.14
C 1.39 -3.62 -1.98
N 1.15 -4.57 -2.89
C 2.30 -5.38 -3.29
C 3.50 -4.46 -3.13
S 3.09 -3.39 -1.72
H 0.20 -4.88 -3.01
H 2.18 -5.71 -4.32
H 2.38 -6.26 -2.65
H 3.66 -3.85 -4.02
H 4.41 -5.02 -2.92
C -0.84 -6.30 1.42
C 0.38 -5.64 1.36
C 0.46 -4.30 1.68
C -0.67 -3.57 2.06
C -1.88 -4.25 2.12
C -1.98 -5.60 1.80
Si -0.59 -1.71 2.44
C -2.04 -1.42 3.62
C -3.29 -0.92 3.26
C -4.33 -0.84 4.17
C -4.13 -1.26 5.48
C -2.90 -1.75 5.86
C -1.86 -1.83 4.94
C 1.02 -1.40 3.37
C 1.66 -0.16 3.37
C 2.85 0.06 4.05
C 3.43 -0.98 4.77
C 2.81 -2.22 4.80
C 1.63 -2.43 4.11
H -0.91 -7.35 1.18
H 1.28 -6.19 1.09
H 1.43 -3.80 1.61
H -2.78 -3.72 2.44
H -2.93 -6.10 1.86
H -3.46 -0.56 2.25
H -5.29 -0.44 3.86
H -4.94 -1.19 6.20
H -2.73 -2.07 6.89
H -0.90 -2.22 5.27
H 1.25 0.67 2.81
H 3.32 1.03 4.02
H 4.36 -0.82 5.30
H 3.26 -3.03 5.36
H 1.16 -3.41 4.16
*
```